Entry A
8
Properties=species:S:1:pos:R:3:lowdin_charge:R:1 method="wB97M-V/def2-TZVPD" e_homo_ev=-11.69 smiles=CC
C 0.043 -0.737 0.295 -0.16
C -0.062 0.679 -0.342 -0.17
H -0.113 -0.607 1.361 0.05
H 1.043 -1.165 0.241 0.05
H -0.649 -1.393 -0.222 0.06
H -0.416 1.359 0.439 0.05
H 0.922 1.058 -0.615 0.05
H -0.767 0.806 -1.157 0.05

=====

Entry B
8
Properties=species:S:1:pos:R:3:lowdin_charge:R:1 method="wB97M-V/def2-TZVPD" e_homo_ev=-8.84
C -1.129 -0.070 0.048 -0.02
C 1.125 0.068 -0.057 -0.02
H -1.268 -0.925 0.790 0.02
H -1.057 0.964 0.507 0.01
H -1.506 -0.148 -0.972 -0.01
H 1.118 1.110 -0.337 -0.02
H 1.629 -0.618 -0.869 0.04
H 1.111 -0.345 0.952 -0.01

=====

Least stable of them? entry B.

=====

Entry A
14
Properties=species:S:1:pos:R:3:lowdin_charge:R:1 method="wB97M-V/def2-TZVPD" e_homo_ev=-9.36 smiles="C=C[Si@@H](C)N"
C 2.419 -0.683 0.694 -0.09
C 1.412 -0.043 0.093 -0.29
Si -0.467 -0.141 0.412 0.53
C -1.365 1.309 -0.564 -0.17
N -1.380 -1.567 -0.117 -0.16
H 3.547 -0.608 0.513 0.07
H 2.193 -1.339 1.589 0.06
H 1.581 0.540 -0.757 0.01
H -0.823 -0.452 1.925 -0.01
H -2.284 0.758 -0.833 0.02
H -1.499 2.134 0.048 -0.01
H -0.953 1.651 -1.440 -0.01
H -0.837 -2.466 0.078 0.05
H -1.797 -1.373 -1.022 0.00

=====

Entry B
14
Properties=species:S:1:pos:R:3:lowdin_charge:R:1 method="wB97M-V/def2-TZVPD" e_homo_ev=-9.39
C 0.996 0.715 0.861 -0.20
C 1.980 -0.074 0.006 -0.13
C 0.748 0.483 -0.562 -0.18
N -0.643 -0.896 -0.857 -0.17
Si -2.089 -0.543 0.038 0.49
H 0.359 0.246 1.664 0.09
H 1.185 1.782 1.297 0.13
H 2.868 0.436 -0.162 0.08
H 1.915 -1.136 0.149 0.10
H 0.835 1.131 -1.365 0.09
H -0.731 -0.720 -1.847 -0.01
H -2.398 -1.721 0.778 -0.11
H -3.337 -0.262 -0.830 -0.08
H -1.690 0.560 0.831 -0.10

=====

Least stable of them? entry B.

=====

Entry A
18
Properties=species:S:1:pos:R:3:lowdin_charge:R:1 method="wB97M-V/def2-TZVPD" charge=+1 e_homo_ev=-14.62
C 0.046 -1.637 0.627 -0.13
C 1.266 -1.680 0.120 0.07
N -0.619 -0.315 0.732 0.17
H -0.397 -2.469 1.157 0.12
H 2.017 -2.402 0.412 0.09
H 1.572 -0.902 -0.571 0.06
H -1.639 -0.407 0.615 0.14
H -0.403 0.313 -0.080 0.11
H -0.528 0.051 1.678 0.16
H -0.036 0.402 -2.510 0.07
H 0.959 1.354 -1.761 0.02
O 0.149 0.806 -1.668 -0.05
H 2.571 2.834 -3.105 0.07
H 2.462 3.074 -1.581 0.06
O 2.055 2.631 -2.322 -0.02
H -3.806 -0.142 2.842 0.06
H -2.777 -1.221 2.821 0.05
O -2.891 -0.288 2.594 -0.05

=====

Entry B
18
Properties=species:S:1:pos:R:3:lowdin_charge:R:1 method="wB97M-V/def2-TZVPD" charge=+1 e_homo_ev=-14.68
C 1.776 0.460 -0.754 -0.15
C 2.157 1.679 -1.024 0.07
N 0.537 0.204 -0.034 0.15
H 2.318 -0.415 -1.074 0.12
H 3.069 1.966 -1.526 0.08
H 1.506 2.523 -0.842 0.08
H 0.342 1.049 0.526 0.10
H -0.312 -0.070 -0.625 0.11
H 0.634 -0.528 0.671 0.17
H -1.931 -1.533 -1.063 0.04
H -0.817 -1.695 -2.050 0.09
O -1.269 -1.005 -1.545 -0.03
H -2.224 -3.534 1.101 0.06
H -3.116 -2.475 0.556 0.06
O -2.219 -2.825 0.443 -0.06
H 0.343 1.786 2.976 0.08
H -0.574 2.653 2.080 0.07
O -0.221 1.761 2.184 -0.04

=====

Entry C
18
Properties=species:S:1:pos:R:3:lowdin_charge:R:1 method="wB97M-V/def2-TZVPD" charge=+1 e_homo_ev=-14.60
C 1.566 -1.197 -0.884 -0.27
O 1.988 -0.531 -2.049 -0.07
C 0.231 -0.760 -0.568 -0.18
N 0.227 0.717 -0.243 0.18
H 2.505 -0.913 -0.242 0.18
H 1.506 -2.320 -1.192 0.17
H 1.671 -0.625 -2.926 0.09
H -0.587 -0.964 -1.447 0.20
H -0.364 -1.292 0.117 0.11
H 0.485 0.850 0.838 0.20
H -0.795 0.996 -0.485 0.15
H 0.844 1.275 -0.761 0.12
H -0.787 0.239 3.664 0.08
H 0.764 -0.270 3.415 0.08
O -0.064 0.105 2.986 -0.11
H -2.792 1.876 0.578 0.04
H -3.664 1.285 -0.495 0.09
O -2.733 1.531 -0.304 -0.05

=====

Least stable of them? entry C.

=====

Entry A
18
Properties=species:S:1:pos:R:3:lowdin_charge:R:1 method="wB97M-V/def2-TZVPD" charge=+1 e_homo_ev=-13.75
C 0.216 -0.945 -2.783 0.01
C -1.150 -1.691 -0.949 0.16
N -0.226 -1.005 -1.390 -0.02
H 0.237 -1.918 -3.289 0.11
H -0.396 -0.263 -3.303 0.08
H 1.207 -0.445 -2.924 0.13
H -2.087 -1.543 -1.507 0.16
H -1.169 -2.053 0.097 0.12
H -0.078 -0.179 -0.859 0.12
H -1.963 -0.828 3.130 0.05
H -1.628 -2.147 3.007 0.03
O -1.598 -1.388 2.442 -0.05
H -0.189 1.623 0.278 0.08
H -1.798 1.990 0.126 0.09
O -1.044 1.422 -0.174 -0.07
H 3.962 3.203 3.458 0.02
H 3.974 3.411 1.989 0.03
O 3.729 2.756 2.653 -0.06

=====

Entry B
18
Properties=species:S:1:pos:R:3:lowdin_charge:R:1 method="wB97M-V/def2-TZVPD" charge=+1 e_homo_ev=-14.74
C 1.412 -0.695 1.336 -0.14
C 2.175 0.380 1.256 0.08
N -0.070 -0.572 1.266 0.16
H 1.752 -1.712 1.252 0.12
H 3.203 0.209 0.988 0.08
H 1.793 1.354 1.563 0.09
H -0.298 0.251 1.825 0.13
H -0.351 -0.643 0.265 0.11
H -0.518 -1.349 1.749 0.16
H 1.113 0.088 -4.195 0.06
H -0.146 -0.648 -4.638 0.07
O 0.225 -0.146 -3.899 -0.04
H -0.149 -0.071 -2.047 0.03
H -1.065 0.987 -1.502 0.07
O -0.713 0.119 -1.272 -0.05
H -2.913 1.541 2.301 0.06
H -3.049 0.145 1.698 0.06
O -2.401 0.762 2.054 -0.05

=====

Least stable of them? entry A.